This record from OMol25 describes 5 unconnected molecules or ions with the total composition C8H26O9 in a non-equilibrium geometry. The level of theory is ωB97M-V/def2-TZVPD.

## Properties
DFT total energy, hartree: -997.47924
2S+1: 1
SMILES: OCCO.OCCO.OCCO.OCCO.O
Energy above the lowest of the compared OMol25 structures with the same formula, charge and spin, kJ/mol: 71.0
LUMO energy, eV: 0.0478
Strongest force on any atom, eV/Å: 2.195

Each line ends with the Mulliken charge.
CARTESIAN COORDINATES (ANGSTROEM)
O (-1.829, -2.234, 2.260)  -0.569
C (-1.732, -0.982, 2.875)  0.056
C (-3.102, -0.285, 3.017)  -0.398
O (-2.985, 0.786, 3.944)  -0.518
H (-1.620, -2.144, 1.315)  0.391
H (-1.206, -1.005, 3.830)  0.291
H (-1.125, -0.313, 2.254)  0.026
H (-3.881, -1.011, 3.254)  0.268
H (-3.332, 0.202, 2.072)  0.211
H (-2.721, 0.425, 4.797)  0.321
O (-1.595, 2.663, -5.926)  -0.529
C (-1.110, 1.697, -5.010)  -0.311
C (-2.120, 1.395, -3.913)  -0.270
O (-1.627, 0.501, -2.947)  -0.408
H (-1.395, 3.535, -5.583)  0.316
H (-0.746, 0.786, -5.485)  0.288
H (-0.213, 2.118, -4.523)  0.187
H (-3.001, 0.925, -4.358)  0.252
H (-2.496, 2.334, -3.489)  0.252
H (-1.023, 0.962, -2.343)  0.104
O (3.251, -1.943, 4.208)  -0.528
C (3.728, -2.207, 2.882)  -0.534
C (2.618, -1.887, 1.856)  0.054
O (1.387, -2.453, 2.188)  -0.550
H (2.332, -2.245, 4.170)  0.317
H (4.599, -1.605, 2.652)  0.340
H (3.923, -3.281, 2.783)  0.286
H (3.058, -2.271, 0.924)  0.184
H (2.616, -0.794, 1.809)  0.219
H (0.705, -2.088, 1.607)  0.171
O (-0.375, 2.051, -0.931)  -0.493
C (1.020, 2.029, -0.651)  -0.381
C (1.703, 0.939, -1.454)  -0.568
O (1.857, -0.233, -0.653)  -0.450
H (-0.852, 2.729, -0.448)  0.236
H (1.448, 2.977, -0.996)  0.390
H (1.202, 1.916, 0.420)  0.301
H (2.597, 1.361, -1.916)  0.482
H (1.076, 0.683, -2.318)  0.327
H (2.391, -0.823, -1.202)  0.245
O (-0.582, -1.378, -0.098)  -0.635
H (0.272, -0.883, -0.091)  0.315
H (-1.116, -0.950, -0.782)  0.314

=====

This record from OMol25 describes a gas-phase ion, C4H10NS (charge +1) in a non-equilibrium geometry. The level of theory is ωB97M-V/def2-TZVPD.

## Properties
DFT total energy, hartree: -610.94053
2S+1: 1
Energy above the lowest of the compared OMol25 structures with the same formula, charge and spin, kJ/mol: 427.2
LUMO energy (alpha / beta), eV: -4.4109 / -4.9452
Total charge: +1
Strongest force on any atom, eV/Å: 5.474

Each line ends with the Mulliken charge.
CARTESIAN COORDINATES (ANGSTROEM)
C (1.106, -0.471, -0.470)  0.073
C (-0.748, -0.507, 0.866)  -0.530
C (2.322, 0.225, -0.205)  -1.084
C (-2.398, 1.119, -0.470)  -0.789
N (0.495, -1.347, 0.499)  -0.107
S (-2.123, -0.572, -0.101)  0.010
H (0.439, -0.664, -1.405)  0.367
H (-0.540, 0.282, 1.560)  0.471
H (2.669, 0.855, -1.004)  0.332
H (3.008, -0.578, 0.093)  0.340
H (2.173, 0.913, 0.666)  0.315
H (-2.950, 1.441, 0.340)  0.330
H (-2.938, 1.262, -1.401)  0.345
H (-1.461, 1.700, -0.469)  0.279
H (-0.035, -2.129, 0.194)  0.354
H (0.980, -1.529, 1.307)  0.295

=====

This record from OMol25 describes 2 unconnected molecules or ions with the total composition C10H16 in a non-equilibrium geometry. The level of theory is ωB97M-V/def2-TZVPD.

## Properties
DFT total energy, hartree: -390.59369
2S+1: 1
SMILES: Cc1ccccc1.CCC
Energy above the lowest of the compared OMol25 structures with the same formula, charge and spin, kJ/mol: 110.8
LUMO energy, eV: 0.9862
Strongest force on any atom, eV/Å: 2.529

Each line ends with the Mulliken charge.
CARTESIAN COORDINATES (ANGSTROEM)
C (0.904, -1.882, -0.180)  -1.342
C (-0.274, -1.398, 0.570)  0.873
C (-0.870, -2.056, 1.661)  -0.552
C (-1.844, -1.459, 2.438)  -0.358
C (-2.494, -0.303, 1.984)  -0.584
C (-1.948, 0.311, 0.856)  -0.359
C (-0.862, -0.210, 0.182)  -0.270
H (0.731, -2.255, -1.200)  0.323
H (1.397, -2.797, 0.182)  0.375
H (1.740, -1.198, -0.276)  0.238
H (-0.281, -2.862, 2.091)  0.280
H (-2.242, -1.893, 3.347)  0.352
H (-3.153, 0.277, 2.610)  0.344
H (-2.318, 1.281, 0.536)  0.335
H (-0.501, 0.204, -0.756)  0.394
C (2.437, 1.723, -0.841)  -0.632
C (2.024, 2.553, -2.047)  -0.191
C (1.264, 1.780, -3.107)  -1.101
H (3.465, 1.410, -0.682)  0.383
H (1.976, 0.715, -0.904)  -0.224
H (2.022, 2.093, 0.097)  0.276
H (1.457, 3.438, -1.776)  0.331
H (2.946, 2.843, -2.575)  0.223
H (0.183, 1.877, -2.913)  0.247
H (1.346, 1.986, -4.175)  0.346
H (1.388, 0.692, -3.083)  0.293

=====

This record from OMol25 describes 7 unconnected molecules or ions with the total composition C29H70NO13PS2 in a non-equilibrium geometry. The level of theory is ωB97M-V/def2-TZVPD.

## Properties
DFT total energy, hartree: -3317.52371
2S+1: 1
SMILES: CCCO[C@]1(CCCS)OS(=O)(=O)O[C@@]1(CCC(N)=O)[PH2]=O.CC(C)O.CC(C)O.CC(C)O.CC(C)O.CC(C)O.CC(C)O
Energy above the lowest of the compared OMol25 structures with the same formula, charge and spin, kJ/mol: 0.0
LUMO energy, eV: 0.4952
Strongest force on any atom, eV/Å: 3.634

Each line ends with the Mulliken charge.
CARTESIAN COORDINATES (ANGSTROEM)
C (-2.439, 1.517, 0.316)  -1.062
C (-2.152, 0.598, -0.859)  -0.925
C (-3.160, -0.509, -0.967)  -0.017
O (-2.985, -1.442, 0.101)  -0.527
C (-3.528, -2.682, -0.102)  0.057
C (-4.987, -2.608, -0.522)  -1.150
C (-5.850, -1.952, 0.556)  -1.249
C (-6.994, -1.167, -0.064)  -0.635
S (-7.824, -0.074, 1.112)  -0.263
O (-3.489, -3.325, 1.233)  -0.487
S (-3.619, -4.890, 1.104)  1.256
O (-2.479, -5.471, 1.740)  -0.506
O (-4.946, -5.335, 1.404)  -0.668
O (-3.416, -4.928, -0.485)  -0.563
C (-2.706, -3.708, -0.886)  1.782
C (-1.193, -3.934, -0.562)  -1.606
C (-0.420, -2.954, 0.336)  -0.216
C (0.653, -3.811, 0.990)  0.308
N (0.458, -4.184, 2.335)  -0.518
O (1.637, -4.228, 0.323)  -0.544
P (-2.822, -3.657, -2.718)  0.233
O (-4.187, -3.683, -3.283)  -0.672
H (-1.674, 2.275, 0.411)  0.165
H (-3.375, 2.032, 0.124)  0.331
H (-2.538, 0.956, 1.237)  0.386
H (-2.238, 1.180, -1.774)  0.417
H (-1.133, 0.225, -0.841)  0.289
H (-3.111, -0.983, -1.941)  0.358
H (-4.154, -0.071, -0.884)  0.109
H (-5.357, -3.605, -0.712)  1.011
H (-5.078, -2.088, -1.468)  0.512
H (-6.257, -2.741, 1.176)  0.612
H (-5.270, -1.285, 1.181)  0.527
H (-6.600, -0.509, -0.829)  0.326
H (-7.714, -1.830, -0.525)  0.430
H (-7.544, -0.752, 2.225)  0.119
H (-1.082, -4.930, -0.160)  0.211
H (-0.651, -3.952, -1.503)  0.783
H (-1.038, -2.493, 1.085)  0.395
H (0.098, -2.210, -0.254)  0.233
H (0.112, -5.128, 2.412)  0.191
H (-0.181, -3.566, 2.809)  0.309
H (-1.981, -4.707, -3.107)  0.153
H (-2.074, -2.508, -3.015)  0.123
C (-2.549, 6.956, -1.301)  -1.452
C (-1.931, 5.623, -0.913)  0.556
C (-0.458, 5.761, -0.566)  -1.122
O (-2.104, 4.671, -1.963)  -0.525
H (-2.059, 7.362, -2.189)  0.287
H (-3.604, 6.833, -1.542)  0.347
H (-2.459, 7.685, -0.493)  0.374
H (-2.462, 5.207, -0.055)  0.290
H (0.108, 6.125, -1.427)  0.349
H (-0.048, 4.788, -0.291)  0.098
H (-0.306, 6.452, 0.264)  0.417
H (-1.660, 5.010, -2.744)  0.346
C (6.370, -3.191, -0.726)  -1.212
C (5.285, -2.126, -0.678)  0.356
C (4.767, -1.923, 0.735)  -0.635
O (4.206, -2.465, -1.547)  -0.566
H (5.972, -4.149, -0.383)  0.306
H (6.729, -3.325, -1.746)  0.342
H (7.217, -2.925, -0.091)  0.288
H (5.684, -1.187, -1.066)  0.282
H (4.321, -2.848, 1.108)  0.275
H (3.987, -1.163, 0.750)  0.139
H (5.561, -1.621, 1.421)  0.056
H (3.810, -3.282, -1.225)  0.353
C (-0.295, -9.730, 0.750)  -1.312
C (0.493, -8.462, 1.039)  0.386
C (0.693, -8.252, 2.533)  -1.253
O (-0.152, -7.329, 0.461)  -0.414
H (-1.289, -9.667, 1.200)  0.330
H (-0.424, -9.864, -0.323)  0.309
H (0.208, -10.610, 1.153)  0.405
H (1.465, -8.518, 0.548)  0.294
H (-0.274, -8.147, 3.032)  0.289
H (1.265, -7.342, 2.716)  0.275
H (1.223, -9.091, 2.985)  0.429
H (-1.020, -7.243, 0.870)  0.228
C (3.026, 4.025, 0.671)  -1.336
C (1.996, 3.134, 1.349)  0.600
C (2.472, 2.663, 2.715)  -1.308
O (1.675, 2.022, 0.510)  -0.435
H (3.957, 3.477, 0.505)  0.382
H (2.661, 4.355, -0.302)  0.307
H (3.250, 4.905, 1.275)  0.396
H (1.062, 3.685, 1.466)  0.244
H (3.385, 2.073, 2.615)  0.205
H (1.718, 2.030, 3.183)  0.325
H (2.679, 3.505, 3.376)  0.391
H (2.478, 1.512, 0.377)  0.272
C (7.623, -1.022, 3.927)  -1.191
C (7.860, 0.282, 3.179)  0.507
C (8.880, 0.110, 2.063)  -1.075
O (8.273, 1.303, 4.086)  -0.568
H (8.548, -1.366, 4.398)  0.383
H (6.886, -0.880, 4.717)  0.296
H (7.267, -1.809, 3.259)  0.305
H (6.918, 0.634, 2.756)  0.124
H (9.843, -0.200, 2.476)  0.328
H (9.033, 1.053, 1.538)  0.337
H (8.558, -0.643, 1.342)  0.212
H (9.102, 1.023, 4.481)  0.349
C (-4.496, 10.479, -3.783)  -1.272
C (-3.022, 10.204, -4.037)  0.539
C (-2.461, 11.105, -5.127)  -1.361
O (-2.819, 8.830, -4.367)  -0.518
H (-5.078, 10.284, -4.687)  0.337
H (-4.876, 9.828, -2.996)  0.298
H (-4.661, 11.516, -3.488)  0.371
H (-2.461, 10.359, -3.115)  0.260
H (-2.985, 10.928, -6.070)  0.348
H (-1.404, 10.896, -5.289)  0.335
H (-2.572, 12.158, -4.867)  0.368
H (-3.299, 8.648, -5.179)  0.316